ORCA calculation (the ωB97M-V functional and the def2-TZVPD basis) on 7 unconnected molecules or ions with the total composition C32H54NO17P.

```
105
Properties=species:S:1:pos:R:3:forces:R:3
C 6.66377 2.21647 -1.03838 -0.05 0.27 0.19
O 5.54376 1.50801 -0.53040 -0.04 0.06 -0.47
C 5.16435 0.41157 -1.35477 0.23 0.26 1.05
C 3.77513 -0.03118 -0.86437 0.32 -0.45 -0.20
O 2.75723 0.06702 -1.83420 -0.06 0.13 0.11
C 2.24037 1.37306 -1.99068 -0.34 0.35 -0.26
C 1.48134 1.87566 -0.76193 -0.09 -0.04 0.32
C 0.46987 0.85594 -0.28265 -0.04 0.25 -0.49
O 0.54303 0.31214 0.79369 0.24 -0.23 0.02
N -0.55669 0.57208 -1.23112 -0.17 -0.58 0.75
C -1.66205 1.53255 -1.03069 0.43 0.25 -0.15
C -1.05990 -0.80340 -1.04020 0.00 0.52 -0.09
P 6.32351 -1.06046 -1.12074 -0.18 -0.44 -0.26
O 7.35562 -0.82981 -2.39769 0.04 0.17 0.40
O 7.12973 -0.49458 0.20700 0.11 0.22 -0.37
H 7.58588 1.64017 -0.94271 -0.03 -0.07 -0.13
H 6.75969 3.12157 -0.43853 -0.04 -0.03 0.03
H 6.50641 2.52658 -2.07312 0.03 -0.09 -0.05
H 5.13259 0.71505 -2.40689 0.04 -0.21 -0.09
H 3.55166 0.52615 0.04450 -0.03 0.12 -0.06
H 3.82213 -1.08887 -0.59204 -0.22 0.00 -0.03
H 1.54761 1.32527 -2.83022 0.02 -0.14 0.02
H 3.01393 2.10321 -2.25906 0.15 -0.12 0.12
H 2.15344 2.09675 0.06705 -0.03 0.09 -0.01
H 0.94906 2.79314 -1.02476 0.09 0.03 -0.08
H -2.52255 1.20054 -1.60533 0.03 0.07 -0.12
H -1.35449 2.52319 -1.36135 -0.17 0.01 -0.08
H -1.94828 1.60754 0.02606 -0.10 -0.13 -0.02
H -1.71036 -1.02278 -1.88539 0.02 -0.08 0.00
H -0.21364 -1.48576 -1.03371 -0.07 -0.10 0.01
H -1.63179 -0.89819 -0.11178 0.03 -0.14 0.03
H 7.79466 -1.67493 -2.54717 0.00 0.08 -0.26
H 7.91653 -1.03222 0.35630 -0.12 -0.08 0.17
O -3.55024 5.90178 -1.12194 0.04 -0.06 0.06
C -4.28640 4.97454 -1.29870 -0.03 0.17 -0.14
C -5.78664 5.00304 -1.52182 -0.06 -0.32 0.22
C -6.19429 3.55138 -1.27344 -0.04 0.16 -0.01
C -4.93300 2.80114 -1.67118 -0.08 -0.06 0.01
O -3.84568 3.69700 -1.34969 -0.01 0.01 0.02
H -5.97190 5.31385 -2.55148 0.00 0.06 0.00
H -6.25565 5.70787 -0.84085 0.04 0.14 -0.11
H -7.06884 3.22245 -1.82670 0.04 -0.04 -0.04
H -6.39183 3.40234 -0.21079 0.00 -0.04 -0.01
H -4.89704 2.58209 -2.73932 -0.01 -0.01 0.00
H -4.79700 1.87746 -1.11997 0.11 0.02 0.02
O 2.04930 -2.80351 4.88901 0.11 -0.13 0.04
C 2.64834 -1.96844 4.27443 -0.15 0.16 0.08
C 2.06732 -0.77840 3.54463 0.06 0.01 -0.22
C 3.20767 -0.34361 2.64113 -0.05 0.06 -0.03
C 4.42900 -0.78772 3.43420 -0.02 0.04 -0.07
O 3.99671 -1.96000 4.15934 0.01 -0.03 -0.01
H 1.80709 -0.01597 4.28247 -0.06 -0.02 0.01
H 1.18085 -1.06288 2.98380 -0.10 0.05 0.14
H 3.20444 0.71823 2.40441 0.05 0.00 0.05
H 3.13865 -0.89508 1.70484 0.07 -0.01 0.01
H 4.74800 -0.03553 4.15888 -0.02 -0.01 0.02
H 5.27734 -1.05685 2.80932 0.00 -0.09 0.05
O -6.78517 0.48435 -1.84984 0.06 0.00 0.00
C -6.19781 -0.56283 -1.83063 -0.23 -0.03 -0.04
C -6.54022 -1.81404 -1.05124 0.34 -0.08 0.06
C -5.24530 -2.62106 -1.11691 -0.06 -0.02 0.16
C -4.65459 -2.14599 -2.43350 0.03 -0.15 0.01
O -5.08904 -0.77354 -2.57321 0.06 0.02 0.01
H -7.36607 -2.31659 -1.55967 -0.05 0.03 0.03
H -6.83822 -1.55850 -0.03787 -0.15 0.04 -0.05
H -5.38508 -3.70076 -1.08122 0.03 0.21 -0.08
H -4.59304 -2.33274 -0.29046 -0.01 -0.02 0.00
H -5.03147 -2.70982 -3.28948 -0.03 0.02 0.00
H -3.56822 -2.16704 -2.45021 -0.01 0.10 -0.05
O 7.47295 4.79613 -2.71187 -0.04 0.08 0.02
C 8.21969 5.41589 -2.01446 0.09 -0.10 -0.18
C 9.55582 4.96663 -1.45310 -0.04 0.17 0.33
C 9.81878 5.99032 -0.35108 0.03 -0.09 -0.02
C 9.07910 7.21303 -0.88034 0.08 0.04 0.07
O 7.96760 6.68827 -1.62530 -0.02 0.02 0.04
H 10.29644 5.01967 -2.25260 -0.01 -0.06 -0.03
H 9.48951 3.94528 -1.08812 0.01 -0.06 -0.16
H 10.87235 6.18047 -0.15732 0.00 0.04 -0.05
H 9.35911 5.65539 0.57988 0.00 0.02 0.01
H 9.69479 7.80932 -1.55723 0.01 -0.02 -0.01
H 8.69457 7.85790 -0.09414 -0.09 0.00 -0.05
O -5.36070 -5.82661 -1.15970 -0.08 -0.19 -0.10
C -6.28715 -6.48086 -0.77756 0.20 0.10 0.15
C -6.25878 -7.69794 0.12392 -0.28 -0.19 -0.18
C -7.64866 -8.29769 -0.07961 0.09 -0.02 0.03
C -8.47423 -7.06222 -0.41714 -0.07 -0.08 0.05
O -7.56608 -6.17789 -1.09831 -0.05 -0.01 -0.03
H -6.10057 -7.35810 1.14868 0.06 0.01 0.00
H -5.45157 -8.36469 -0.16496 0.11 0.09 0.08
H -8.03171 -8.84321 0.78008 -0.01 0.05 0.02
H -7.63525 -8.97737 -0.93265 -0.02 0.00 0.00
H -8.84279 -6.55253 0.47542 0.02 0.00 0.01
H -9.31333 -7.27003 -1.07621 0.03 0.08 -0.06
O -3.62501 -2.49509 2.12474 -0.08 0.06 0.00
C -2.89424 -2.02064 2.94687 0.13 -0.08 -0.14
C -1.72223 -2.68172 3.64568 -0.10 0.17 0.31
C -1.46763 -1.75219 4.82895 0.08 -0.05 -0.02
C -1.94699 -0.41513 4.27852 0.13 0.03 0.10
O -3.01588 -0.74128 3.37002 -0.03 0.00 0.01
H -0.87925 -2.70714 2.95261 -0.01 -0.05 -0.02
H -1.97847 -3.69521 3.94014 0.04 -0.06 -0.16
H -0.43148 -1.73529 5.16196 0.01 -0.01 -0.06
H -2.08964 -2.05234 5.67380 -0.01 0.03 0.00
H -1.16846 0.10545 3.71535 0.00 -0.03 -0.03
H -2.33416 0.25326 5.04400 -0.10 0.02 -0.07
```
Positions in Å, forces in eV/Å.

E ... -79647.6961 eV
Frontier orbital gap ... 9.0 eV
HOMO ... -0.31493 hartree
Spin multiplicity ... 1
Molecular weight ... 755.7 g mol⁻¹

---

ORCA calculation (the ωB97M-V functional and the def2-TZVPD basis) on a molecular structure, C49H42N7OS2Sc.

```
102
Properties=species:S:1:pos:R:3:forces:R:3
Sc -0.15101 0.23836 -0.16076 0.18 -0.07 -0.08
C -1.79157 2.18082 3.56945 0.00 0.01 0.00
C -2.64595 1.27913 4.19249 -0.01 0.01 0.00
C -2.83339 0.03090 3.62631 0.01 -0.01 0.00
C -2.16954 -0.31896 2.44394 0.02 0.02 0.03
C -1.28961 0.56056 1.79276 -0.07 0.01 0.03
C -1.13690 1.81572 2.40243 -0.01 -0.01 -0.01
C -2.41555 -1.65462 1.84948 0.00 -0.02 0.01
C -2.83692 -2.75049 2.66171 -0.01 -0.01 0.00
C -3.04965 -3.96879 2.10240 0.01 0.02 0.00
C -2.88429 -4.13291 0.70670 0.00 -0.01 0.01
C -3.10488 -5.35940 0.04096 0.00 0.00 -0.01
C -2.93590 -5.45139 -1.31190 0.00 0.00 0.00
C -2.55261 -4.31375 -2.05358 -0.01 -0.01 0.00
C -2.33253 -3.11631 -1.43253 0.01 0.02 0.02
C -2.47451 -3.00140 -0.03048 -0.02 0.00 -0.01
N -2.20753 -1.79455 0.55793 -0.03 -0.02 -0.01
H -1.63525 3.16553 3.99592 0.00 0.00 0.00
H -3.17146 1.55059 5.09953 0.00 0.00 0.00
H -3.52746 -0.65652 4.09554 0.00 0.01 0.00
H -0.45971 2.54298 1.96267 0.00 -0.01 -0.01
H -2.94846 -2.61092 3.72692 0.00 0.00 0.00
H -3.34197 -4.81805 2.70951 0.00 0.00 0.00
H -3.41133 -6.22164 0.62173 0.00 0.00 0.00
H -3.10249 -6.39294 -1.81887 0.00 0.00 0.00
H -2.43313 -4.38829 -3.12714 0.00 0.01 0.00
H -2.04984 -2.23342 -1.98497 0.00 -0.01 -0.01
C -1.79540 3.79737 -4.76558 0.00 0.01 -0.01
C -3.03120 3.68018 -3.88676 -0.01 -0.01 0.00
N -3.08403 2.39843 -3.18508 -0.01 0.00 0.02
C -3.89778 1.35554 -3.80115 0.03 0.00 -0.02
C -5.34510 1.40797 -3.33760 -0.01 0.00 0.01
C -2.43979 2.22192 -2.02134 0.01 0.02 0.03
S -2.58876 0.74288 -1.16841 0.01 0.02 -0.02
N -1.80231 3.32445 -1.55858 -0.01 -0.03 -0.01
C -0.74112 3.26506 -0.80005 -0.02 0.01 -0.02
O -0.00128 2.24791 -0.61139 -0.03 0.06 0.03
C -0.30626 4.53444 -0.13840 0.02 0.00 -0.01
C 0.89656 4.56006 0.56051 0.00 -0.01 0.01
C 1.30872 5.71810 1.20198 -0.01 -0.01 -0.01
C 0.51768 6.85750 1.15027 0.01 0.00 0.00
C -0.68497 6.83496 0.45562 0.01 0.02 0.01
C -1.09505 5.67886 -0.18769 -0.02 -0.01 -0.02
H -1.80164 4.74258 -5.31041 0.00 0.00 0.00
H -1.75398 2.98434 -5.49300 0.00 0.00 0.00
H -0.89631 3.75820 -4.15073 0.00 0.00 0.00
H -3.93899 3.75108 -4.48825 0.00 0.00 0.00
H -3.04952 4.47928 -3.14917 0.01 0.00 0.00
H -3.46144 0.38898 -3.55888 -0.01 0.00 0.00
H -3.82935 1.49559 -4.88244 -0.01 0.00 0.00
H -5.39636 1.23100 -2.26355 0.00 0.00 0.00
H -5.93323 0.64046 -3.84244 0.00 0.00 0.00
H -5.79491 2.37874 -3.55428 0.00 0.00 0.00
H 1.49332 3.65776 0.60067 0.00 0.00 0.00
H 2.24425 5.73149 1.74679 0.00 0.00 0.00
H 0.83560 7.76160 1.65391 0.00 0.00 0.00
H -1.30569 7.72105 0.41960 0.00 0.00 0.00
H -2.03048 5.64301 -0.72892 0.00 0.00 0.00
N 3.89064 1.07474 2.07184 -0.01 0.01 -0.01
C 3.29746 0.69611 3.26079 -0.01 -0.02 -0.01
C 3.82136 0.51876 4.53536 0.00 0.00 0.01
C 2.94440 0.08123 5.50727 -0.01 0.00 0.00
C 1.59594 -0.16520 5.21096 0.00 0.00 0.01
C 1.08027 0.02073 3.94358 0.00 0.01 -0.01
C 1.95201 0.46193 2.94437 0.00 -0.02 0.03
N 1.75126 0.68311 1.58071 -0.02 0.00 -0.01
C 2.92689 1.01630 1.11665 0.01 0.00 0.01
C 3.16872 1.22560 -0.30092 0.00 0.00 -0.01
C 4.25799 1.74856 -0.92473 -0.01 0.00 -0.02
S 4.01076 1.70564 -2.61462 0.00 -0.01 0.02
C 2.47490 0.99412 -2.37003 0.00 0.00 -0.01
N 2.16576 0.80239 -1.12764 -0.03 0.02 -0.01
H 4.87439 1.18396 1.90208 0.00 0.00 0.00
H 4.86418 0.70612 4.75584 0.00 0.00 -0.01
H 3.30346 -0.07522 6.51592 0.00 0.00 0.00
H 0.93812 -0.50377 6.00063 0.00 0.00 0.00
H 0.03637 -0.15916 3.73267 0.00 0.00 0.00
H 5.15889 2.15221 -0.49343 0.00 0.00 0.00
H 1.82725 0.71193 -3.18864 0.00 0.00 0.00
N 0.64396 -1.88559 0.64522 0.04 -0.02 0.01
C 1.99240 -2.13459 0.27319 -0.01 0.00 -0.04
C 2.96877 -2.25509 1.25346 0.00 0.01 0.01
C 4.30398 -2.38911 0.90591 0.00 0.00 0.01
C 4.66021 -2.41493 -0.43416 -0.02 0.00 -0.01
C 3.67405 -2.32258 -1.40632 0.05 0.00 0.03
C 2.32294 -2.18767 -1.08509 -0.03 0.00 -0.01
C 1.31055 -2.04549 -2.17587 -0.02 -0.01 -0.01
C 1.51925 -2.82470 -3.32010 -0.01 0.00 -0.02
C 0.74983 -2.64499 -4.45766 0.02 -0.01 0.00
C -0.22706 -1.66077 -4.45309 0.02 0.02 0.02
C -0.45744 -0.92729 -3.29369 -0.01 -0.05 0.00
C 0.25548 -1.10382 -2.09486 -0.07 0.04 0.05
H -0.00470 -2.46248 0.11815 0.00 -0.01 0.00
H 0.48623 -2.01736 1.63803 0.00 0.00 0.00
H 2.67414 -2.23068 2.29736 0.01 0.00 0.00
H 5.05605 -2.47780 1.68016 0.00 0.00 0.00
H 5.69841 -2.51134 -0.72539 0.00 0.00 0.00
H 3.95897 -2.32683 -2.45119 -0.01 0.00 0.00
H 2.29207 -3.58567 -3.31896 0.00 0.00 0.01
H 0.91907 -3.25824 -5.33436 0.00 0.00 0.00
H -0.82239 -1.47805 -5.34141 0.00 0.00 0.00
H -1.26081 -0.19713 -3.31853 0.01 0.01 0.01
```
Positions in Å, forces in eV/Å.

E ... -106349.6884 eV
Frontier orbital gap ... 7.5 eV
Relative energy (zero: lowest compared OMol25 entry of this formula, charge and spin) ... 1.5 kcal per mole
HOMO ... -0.27069 hartree
Spin multiplicity ... 1
Molecular weight ... 854.0 g mol⁻¹

---

ORCA calculation (the ωB97M-V functional and the def2-TZVPD basis) on a molecular structure, C13H34NNaO5.

```
54
Properties=species:S:1:pos:R:3:forces:R:3
Na -1.06768 -1.98888 0.31123 0.26 0.68 0.22
C 1.82902 2.50102 2.33165 -0.78 -0.86 0.05
C 1.52339 2.35070 0.81590 0.26 0.52 -1.03
C 2.78707 3.01372 0.11702 -0.68 -0.07 -1.42
C 2.91811 2.72265 -1.39886 -0.44 -0.18 0.36
C 2.73292 1.26564 -1.69029 -0.02 -1.16 0.30
C 1.43039 0.60838 -1.13635 0.37 1.16 0.76
N 1.31574 0.95830 0.31758 0.49 -1.17 1.25
O 0.35680 0.14240 1.14830 0.38 1.41 -1.87
C 1.60373 -0.90130 -1.30462 -0.72 -0.29 0.06
C 0.23160 1.07145 -2.01537 -0.54 -0.17 0.44
C 0.25143 3.23265 0.50226 0.23 -0.52 -0.34
H 2.01231 3.54728 2.57632 -0.26 0.14 -0.15
H 2.67403 1.95667 2.75322 0.29 -0.27 -0.69
H 0.98414 2.11519 2.90210 -0.21 0.25 0.02
H 3.74968 2.78441 0.57408 -0.21 -0.63 0.34
H 2.76489 4.10323 0.14110 -0.48 0.18 0.59
H 3.91688 3.03346 -1.70539 -0.01 0.11 -0.23
H 2.19046 3.23964 -2.02443 -0.08 0.59 0.28
H 3.59564 0.74834 -1.27052 -0.02 -0.35 0.17
H 2.73992 1.04239 -2.75716 0.09 0.18 -0.26
H 1.59372 -1.17856 -2.35872 0.48 0.22 -0.23
H 0.73779 -1.45182 -0.93697 0.05 0.18 0.31
H 2.48192 -1.30736 -0.80262 0.03 0.21 0.00
H 0.21286 2.13131 -2.26924 0.29 0.02 0.12
H -0.67412 0.87387 -1.44202 -0.17 -0.02 0.08
H 0.10451 0.53594 -2.95620 0.36 -0.23 -0.12
H -0.61289 2.88169 1.06607 0.18 0.22 0.63
H -0.11962 3.10304 -0.51440 0.52 -0.04 -0.23
H 0.43905 4.30118 0.60779 -0.12 0.03 0.46
C -3.39032 1.19884 -0.10195 -0.66 0.03 -0.99
O -2.47995 0.19714 0.28567 -0.50 0.08 -0.24
H -3.88241 1.65244 0.75840 -0.10 0.09 -0.09
H -2.94401 1.95363 -0.74941 0.56 0.41 0.42
H -4.11846 0.80616 -0.81169 -0.42 -0.52 0.47
H -1.76312 0.71563 0.65838 1.54 -0.53 0.54
C -3.72778 -3.55354 2.12354 -0.90 0.56 1.15
O -2.47634 -3.75312 1.51995 0.15 -0.32 -0.46
H -4.42905 -4.37961 2.00557 0.07 -0.15 -0.45
H -3.56742 -3.46766 3.19826 -0.20 0.25 0.22
H -4.21150 -2.63899 1.78045 0.28 -0.05 -0.19
H -2.26774 -4.64304 1.81342 0.76 -0.07 -0.35
C 1.93410 -3.40849 2.19340 0.44 0.52 1.34
O 0.61746 -3.27253 1.66348 0.20 -0.42 -0.26
H 2.15902 -4.38421 2.62408 -0.30 -0.52 -0.57
H 2.75103 -3.10770 1.53746 -0.56 -0.04 -0.48
H 2.02422 -2.77375 3.07493 0.05 0.43 -0.10
H 0.07218 -3.01164 2.40927 -0.07 0.06 0.01
C -2.66665 -1.60386 -2.70878 -0.16 -0.60 0.80
O -1.94896 -2.53224 -1.82362 0.09 1.05 -0.64
H -3.58133 -2.14384 -2.95348 -0.21 0.54 -0.29
H -2.86395 -0.68631 -2.15444 -0.11 -0.36 0.29
H -2.15210 -1.26033 -3.60618 0.45 -0.59 0.00
H -1.79065 -3.33982 -2.31794 0.05 -0.02 -0.03
```
Positions in Å, forces in eV/Å.

E ... -30172.9402 eV
Frontier orbital gap ... 4.9 eV
HOMO ... -0.18733 hartree
Spin multiplicity ... 1
Molecular weight ... 307.4 g mol⁻¹

---

Question: Which formula does entry 3 have?
Answer: C13H34NNaO5

---

Question: Among the records above, which one has the lowest HOMO?
Answer: C32H54NO17P

---

Question: The highest HOMO belongs to which entry?
Answer: C13H34NNaO5